Record 1
{"formula": "C21H36Cl3N5O2PtSSi4Te", "method": "the ωB97M-V functional and the def2-TZVPD basis", "multiplicity": 1, "total_energy_ha": -4570.1977, "max_force_ev_per_a": 1.19, "lumo_ha": [-0.02608, -0.02606], "elements": ["Pt", "N", "C", "C", "C", "C", "C", "C", "S", "O", "O", "N", "C", "N", "C", "C", "C", "N", "H", "H", "H", "H", "H", "H", "H", "H", "H", "C", "Si", "C", "C", "Si", "Te", "Si", "C", "C", "C", "Si", "C", "C", "C", "H", "H", "H", "H", "H", "H", "H", "H", "H", "H", "H", "H", "H", "H", "H", "H", "H", "H", "H", "H", "H", "H", "H", "H", "H", "H", "H", "Cl", "C", "Cl", "Cl", "C", "N"], "coordinates": [[-0.5011, 1.1592, 0.5760], [-6.1411, -3.8802, 3.9197], [-5.2197, -3.3748, 3.0207], [-3.8757, -3.2381, 3.3836], [-2.9725, -2.6707, 2.5047], [-3.3932, -2.2343, 1.2545], [-4.7172, -2.3942, 0.8729], [-5.6219, -2.9627, 1.7479], [-2.2206, -1.4562, 0.1998], [-0.9366, -1.9813, 0.5704], [-2.6944, -1.5491, -1.1443], [-2.1927, 0.1300, 0.7238], [-3.2536, 0.9702, 0.3381], [-2.9047, 2.2502, 0.2747], [-3.8291, 3.1392, -0.0463], [-5.1309, 2.7488, -0.3235], [-5.3936, 1.3915, -0.2063], [-4.4756, 0.4929, 0.1331], [-5.7819, -4.4298, 4.6810], [-7.0100, -4.2167, 3.5422], [-3.5428, -3.5879, 4.3539], [-1.9274, -2.5838, 2.7701], [-5.0214, -2.0837, -0.1153], [-6.6549, -3.0925, 1.4480], [-3.5157, 4.1761, -0.0899], [-5.8939, 3.4550, -0.6139], [-6.3911, 1.0039, -0.3842], [4.6857, -1.5789, 0.0999], [2.8168, -1.3757, 0.0017], [2.0099, -2.9288, -0.6440], [2.1716, -1.0361, 1.7321], [2.3510, 0.3823, -1.4788], [-0.1194, 0.5116, -1.8717], [3.2147, -0.0124, -3.6290], [2.5450, -1.6328, -4.2876], [5.0907, -0.0765, -3.5876], [2.6748, 1.3770, -4.7664], [2.8650, 2.5346, -0.7842], [4.7067, 2.9012, -0.7995], [2.1667, 2.7364, 0.9575], [1.9658, 3.8103, -1.8189], [4.9407, -2.4474, 0.7126], [5.1549, -0.7015, 0.5498], [5.1314, -1.7248, -0.8844], [2.3309, -3.7890, -0.0501], [2.2562, -3.1225, -1.6882], [0.9261, -2.8385, -0.5656], [2.0893, -1.9742, 2.2867], [1.1692, -0.6007, 1.6823], [2.8194, -0.3562, 2.2897], [2.9730, -2.4850, -3.7583], [2.7783, -1.7405, -5.3499], [1.4609, -1.6854, -4.1702], [5.4457, -0.9190, -2.9938], [5.5125, 0.8321, -3.1551], [5.4905, -0.1862, -4.5986], [1.5904, 1.5001, -4.7468], [2.9752, 1.1647, -5.7955], [3.1183, 2.3297, -4.4733], [5.2815, 2.1161, -0.3053], [4.9259, 3.8461, -0.2969], [5.0657, 2.9793, -1.8271], [2.7015, 2.1861, 1.7306], [1.1181, 2.3669, 0.9951], [2.0944, 3.7872, 1.2456], [2.1619, 3.7070, -2.8856], [2.2654, 4.8153, -1.5080], [0.8891, 3.7088, -1.6780], [-3.1851, 2.8827, 5.0794], [-2.3346, 1.3587, 4.7895], [-3.4605, 0.0578, 4.4379], [-1.2875, 0.9628, 6.1563], [-1.4871, 1.5270, 3.5987], [-0.8430, 1.6491, 2.6619]], "atomic_forces_ev_per_a": [[1.17, 0.02, 0.21], [-0.04, 0.05, 0.06], [0.06, -0.03, 0.02], [-0.01, 0.01, -0.04], [0.00, -0.06, -0.03], [-0.01, 0.13, 0.21], [0.00, -0.10, -0.07], [-0.01, 0.02, -0.05], [-0.02, -0.30, 0.55], [0.04, -0.01, -0.06], [-0.15, -0.05, -0.28], [-0.82, 0.11, -0.70], [0.22, -0.28, 0.30], [-0.01, 0.75, 0.11], [-0.31, -0.35, -0.09], [0.02, -0.03, -0.01], [-0.02, 0.08, 0.01], [-0.03, 0.00, -0.04], [0.00, -0.03, -0.02], [0.02, -0.03, -0.01], [0.00, 0.01, 0.01], [0.01, 0.04, 0.03], [-0.01, 0.05, 0.02], [-0.01, 0.00, 0.00], [0.00, 0.01, 0.00], [-0.03, -0.01, 0.02], [-0.01, 0.00, -0.02], [0.01, -0.06, -0.01], [0.01, 0.08, 0.09], [-0.01, -0.05, -0.08], [-0.07, 0.07, 0.01], [0.02, -0.10, -0.13], [-0.03, 0.15, 0.08], [-0.06, 0.01, 0.12], [-0.04, -0.04, -0.03], [0.02, 0.01, -0.01], [-0.03, 0.02, -0.03], [-0.02, 0.03, -0.03], [0.02, 0.01, 0.13], [0.00, -0.04, -0.03], [0.00, 0.06, 0.00], [0.01, 0.00, 0.02], [0.01, 0.02, 0.01], [0.01, -0.03, -0.03], [-0.01, -0.01, 0.00], [0.04, -0.02, -0.01], [0.00, 0.01, 0.01], [0.06, -0.01, 0.03], [0.02, -0.06, 0.00], [0.03, 0.00, 0.00], [0.03, -0.02, -0.01], [0.01, -0.01, -0.01], [-0.02, 0.01, -0.01], [0.02, -0.04, 0.00], [0.01, 0.03, 0.00], [0.01, 0.00, -0.02], [-0.02, -0.01, -0.01], [0.01, 0.01, -0.01], [0.04, 0.02, -0.01], [0.01, -0.01, 0.01], [0.01, 0.02, -0.01], [0.00, 0.00, -0.03], [0.01, -0.05, 0.00], [-0.10, 0.06, 0.01], [-0.01, 0.00, 0.04], [0.04, 0.00, -0.03], [0.00, 0.01, -0.01], [-0.02, 0.00, 0.00], [-0.03, -0.01, 0.03], [0.22, 0.14, -0.29], [-0.09, -0.09, 0.04], [-0.04, -0.04, 0.05], [0.03, 0.13, 0.22], [-0.18, -0.22, -0.20]]}



Record 2
{"formula": "C21H36ClN4O7S2", "method": "the ωB97M-V functional and the def2-TZVPD basis", "multiplicity": 1, "total_energy_ha": -2823.7534, "max_force_ev_per_a": 2.03, "charge": -1, "lumo_ha": 0.09351, "elements": ["Cl", "O", "O", "O", "O", "C", "O", "H", "H", "H", "H", "N", "C", "C", "C", "C", "H", "H", "H", "H", "H", "N", "C", "C", "C", "C", "H", "H", "H", "H", "H", "N", "C", "C", "C", "C", "H", "H", "H", "H", "H", "N", "C", "C", "C", "C", "H", "H", "H", "H", "H", "C", "S", "O", "C", "H", "H", "H", "H", "H", "H", "C", "S", "O", "C", "H", "H", "H", "H", "H", "H"], "coordinates": [[24.7808, 13.0096, 2.2769], [23.3316, 12.8980, 2.4505], [25.0737, 12.7298, 0.9012], [25.1814, 14.3632, 2.5188], [25.3992, 12.0660, 3.1796], [22.2233, 10.1451, 0.1593], [23.6238, 10.1258, 0.3816], [21.8438, 9.2200, -0.2693], [21.6975, 10.2166, 1.1238], [21.8868, 11.0349, -0.3776], [23.8528, 11.0515, 0.5402], [22.2952, 14.7423, -1.5600], [21.9692, 15.0641, -0.2566], [20.8021, 15.7807, -0.2412], [20.3206, 15.8188, -1.5709], [21.3005, 15.2796, -2.3552], [22.9508, 14.0348, -1.8365], [22.5077, 14.6252, 0.5707], [20.4946, 16.2303, 0.6905], [19.4331, 16.3141, -1.9321], [21.2239, 14.9791, -3.3896], [23.2990, 11.5769, 5.3533], [22.2655, 10.8909, 5.8974], [22.6430, 10.5620, 7.1904], [23.9096, 11.1051, 7.4211], [24.3096, 11.7322, 6.2417], [23.3394, 11.8057, 4.3683], [21.4422, 10.5449, 5.2962], [22.1160, 9.9311, 7.8904], [24.4000, 11.0419, 8.3792], [25.1562, 12.3711, 6.0603], [25.8098, 19.4147, 0.6381], [26.1614, 18.5730, -0.3795], [25.4807, 17.3875, -0.1517], [24.8430, 17.4994, 1.0983], [24.9432, 18.8196, 1.5063], [26.0561, 20.3857, 0.6926], [26.8068, 18.9740, -1.1416], [25.4593, 16.4730, -0.7215], [24.3868, 16.7025, 1.6633], [24.3480, 19.2942, 2.2664], [24.8679, 12.9160, -2.0224], [25.0213, 13.9722, -2.8754], [24.1426, 13.8795, -3.9249], [23.6166, 12.5706, -3.8166], [24.0047, 12.0261, -2.6221], [25.3462, 12.7448, -1.1542], [25.6805, 14.7740, -2.5773], [23.9715, 14.5433, -4.7536], [23.0342, 12.0947, -4.5927], [23.6945, 11.1081, -2.1507], [28.9584, 13.5649, 6.8396], [28.8375, 15.0558, 5.7629], [29.6367, 15.0123, 4.4846], [27.1025, 14.8175, 5.2822], [27.9928, 13.4728, 7.3433], [29.6835, 13.6775, 7.6442], [29.1620, 12.6361, 6.3100], [26.4883, 14.9201, 6.1780], [27.0144, 13.8303, 4.8253], [26.7482, 15.5386, 4.5494], [28.6747, 10.8051, 3.8310], [28.8026, 12.3654, 2.8872], [30.2007, 12.8491, 3.0331], [28.7485, 11.5962, 1.2104], [27.6586, 10.4467, 3.6487], [28.7434, 11.0486, 4.8881], [29.4209, 10.0603, 3.5591], [29.7180, 11.0930, 1.2312], [28.7618, 12.3109, 0.3923], [27.8987, 10.9239, 1.1103]], "atomic_forces_ev_per_a": [[-1.69, 0.84, 0.66], [0.46, -0.15, 0.06], [0.53, -1.00, -0.95], [0.35, -0.07, 0.60], [0.42, 0.26, -0.37], [-0.59, 0.28, 1.31], [-0.38, 0.05, -0.60], [0.43, 0.00, -0.47], [0.08, 0.01, 0.04], [0.11, -0.19, -0.47], [0.41, -0.07, 0.21], [-1.56, 0.98, 0.86], [0.45, -0.75, -0.34], [0.64, -0.38, 0.66], [0.31, 1.19, -0.01], [-0.08, -1.65, -0.50], [0.08, 0.14, -0.08], [0.27, 0.33, -0.02], [-0.66, -0.02, -0.23], [0.01, -0.02, -0.02], [0.25, 0.28, -0.07], [-0.10, 0.18, -0.78], [0.40, -0.79, 0.66], [-0.79, -0.35, -0.29], [0.42, 0.44, -0.37], [-0.19, -0.11, 1.21], [0.14, 0.34, 0.06], [-0.07, 0.17, 0.01], [-0.22, 0.15, -0.09], [0.35, 0.17, -0.17], [0.07, -0.17, -0.30], [-0.39, 1.05, 0.24], [-0.75, -0.14, 0.17], [1.03, -0.23, 0.14], [-0.69, 0.75, 0.22], [0.17, -1.57, -0.18], [0.07, -0.01, -0.14], [-0.01, -0.37, -0.21], [0.34, 0.11, -0.19], [-0.34, 0.03, -0.26], [0.55, 0.37, 0.21], [-0.37, -0.57, -1.19], [0.29, 1.43, 0.89], [1.13, -1.07, -0.11], [-0.93, -0.16, -0.33], [0.05, -0.16, 0.03], [0.01, 0.24, 0.18], [-0.11, 0.07, -0.09], [0.25, 0.20, 0.09], [-0.29, -0.05, 0.34], [0.27, -0.05, 0.05], [-0.34, -0.25, -0.05], [0.17, 0.92, -0.78], [-0.66, -0.23, 1.62], [0.06, -0.49, 0.16], [-0.06, 0.04, -0.17], [0.30, 0.34, -0.34], [0.01, 0.14, -0.26], [0.00, -0.19, 0.02], [-0.17, -0.03, 0.07], [0.50, 0.20, -0.03], [-0.64, 0.24, -0.42], [0.28, 0.09, -0.25], [-0.02, -0.58, -0.30], [0.42, -0.25, 0.76], [0.06, -0.16, 0.00], [0.15, 0.12, -0.02], [0.09, 0.14, -0.14], [-0.18, -0.34, -0.32], [-0.15, 0.39, 0.34], [0.04, -0.06, 0.04]]}



Record 3
{"formula": "C21H36F15KO15PS5", "method": "the ωB97M-V functional and the def2-TZVPD basis", "multiplicity": 1, "total_energy_ha": -6380.6127, "max_force_ev_per_a": 4.37, "charge": -3, "lumo_ha": 0.05836, "elements": ["K", "C", "C", "C", "C", "P", "C", "C", "C", "C", "C", "C", "C", "C", "C", "C", "C", "C", "H", "H", "H", "H", "H", "H", "H", "H", "H", "H", "H", "H", "H", "H", "H", "H", "H", "H", "H", "H", "H", "H", "H", "H", "H", "H", "H", "H", "H", "H", "H", "H", "H", "H", "H", "H", "C", "F", "F", "F", "S", "O", "O", "O", "C", "F", "F", "F", "S", "O", "O", "O", "C", "F", "F", "F", "S", "O", "O", "O", "C", "F", "F", "F", "S", "O", "O", "O", "C", "F", "F", "F", "S", "O", "O", "O"], "coordinates": [[-3.3656, 6.4032, 3.2069], [-0.4860, -4.8126, -5.3959], [-0.3020, -4.0548, -4.1108], [1.1991, -3.7915, -3.7962], [1.8149, -4.9634, -2.9996], [3.4050, -4.6424, -2.1689], [3.5177, -2.9226, -1.4842], [2.5721, -2.4929, -0.3613], [2.8568, -1.1185, 0.2083], [1.8149, -0.6993, 1.1889], [3.6347, -5.9255, -0.8047], [4.7348, -5.6305, 0.2633], [4.8842, -6.7235, 1.3384], [3.7429, -6.7069, 2.3725], [4.6474, -5.0213, -3.4635], [4.6377, -4.0617, -4.7192], [5.8405, -4.3622, -5.6340], [5.7608, -5.7553, -6.3557], [-0.1049, -4.2948, -6.2761], [-1.5148, -4.9913, -5.7084], [0.0296, -5.7615, -5.2478], [-0.7322, -4.6603, -3.3132], [-0.8340, -3.1164, -4.2667], [1.2343, -2.8689, -3.2169], [1.8326, -3.5411, -4.6471], [1.8922, -5.9705, -3.4093], [1.2118, -5.1978, -2.1224], [3.4586, -2.2748, -2.3588], [4.5654, -2.8537, -1.1913], [2.7297, -3.2019, 0.4514], [1.5510, -2.7562, -0.6370], [2.8988, -0.3086, -0.5199], [3.8415, -1.0164, 0.6643], [1.7137, -1.3724, 2.0402], [0.9006, -0.6354, 0.5989], [1.9765, 0.2703, 1.6599], [3.7513, -6.8872, -1.3043], [2.6190, -5.9124, -0.4092], [4.3817, -4.7769, 0.8419], [5.6516, -5.3438, -0.2519], [5.8229, -6.6249, 1.8836], [5.0670, -7.7218, 0.9407], [4.0236, -7.2500, 3.2749], [2.8282, -7.1647, 1.9959], [3.4925, -5.6652, 2.5733], [4.4313, -6.0122, -3.8631], [5.6335, -5.0935, -3.0048], [4.8592, -3.0231, -4.4735], [3.7124, -4.0936, -5.2944], [6.8132, -4.3678, -5.1421], [6.0086, -3.5209, -6.3063], [6.5963, -5.9084, -7.0388], [4.8172, -5.7470, -6.9011], [5.5621, -6.5663, -5.6550], [-6.1021, 4.0990, 9.9525], [-7.0359, 4.8707, 9.4957], [-6.4332, 3.7390, 11.2115], [-6.0211, 3.0177, 9.1340], [-4.3547, 5.0004, 10.0363], [-3.4643, 3.9845, 10.6233], [-3.8529, 5.2512, 8.6437], [-4.4985, 6.2836, 10.7263], [-10.2900, 11.3015, 4.0958], [-11.0475, 12.4222, 4.3882], [-10.8574, 10.2718, 4.6313], [-10.2233, 11.1989, 2.7885], [-8.4461, 11.5835, 4.7722], [-7.6574, 10.4806, 4.1242], [-7.9886, 12.8357, 4.2096], [-8.4228, 11.4753, 6.2276], [4.3937, 7.9446, 1.3425], [5.4855, 8.4822, 0.7884], [3.6707, 7.5271, 0.3064], [4.7038, 6.9642, 2.1606], [3.3771, 9.1841, 2.4125], [2.1985, 8.3653, 2.7138], [4.1482, 9.5422, 3.6168], [3.0860, 10.3028, 1.5312], [-6.1569, -0.9063, 1.2164], [-7.1230, -0.3076, 0.4593], [-6.3771, -2.1776, 1.2964], [-4.8666, -0.6910, 0.7130], [-6.2172, -0.1317, 2.9879], [-6.1315, 1.2857, 2.8818], [-7.5250, -0.6539, 3.5084], [-5.0064, -0.6675, 3.6201], [-4.2639, 3.7895, -5.3578], [-5.1316, 4.7746, -5.2840], [-4.8691, 2.6442, -5.1156], [-3.9410, 3.7404, -6.6334], [-2.8329, 4.1388, -4.1511], [-3.4918, 4.1544, -2.8325], [-1.8983, 3.0031, -4.3823], [-2.1679, 5.3896, -4.5091]], "atomic_forces_ev_per_a": [[-0.10, -0.03, 0.14], [0.18, -0.66, -0.66], [0.39, 0.46, -0.85], [-0.38, -0.17, 0.34], [0.12, 0.22, 1.57], [0.45, -0.52, 0.02], [0.56, -0.55, -0.89], [0.59, -1.48, 0.21], [0.59, 1.12, -0.26], [-0.90, 0.19, 0.53], [-0.30, 1.03, -0.57], [-1.01, -0.11, -0.10], [0.40, -0.49, 0.18], [0.06, -0.10, -0.77], [-0.24, 1.13, -0.71], [1.77, -0.02, 0.50], [0.57, -1.47, -0.51], [-1.27, 1.52, 0.16], [0.57, 0.09, 0.17], [-0.18, -0.20, 0.64], [-0.07, -0.32, -0.64], [-0.16, 0.45, 0.24], [0.06, 0.14, 0.74], [0.10, -0.16, 0.48], [-0.42, -0.29, -0.40], [0.12, 0.21, -0.88], [-0.65, 0.36, 0.15], [-0.22, 0.13, -0.13], [0.17, 0.05, 0.30], [0.15, -0.11, 0.34], [-0.32, 0.91, -0.20], [-0.19, -0.29, -0.67], [0.29, -0.75, 0.06], [-0.23, -0.34, -0.19], [-0.43, -0.01, 0.59], [0.23, 0.12, -0.39], [0.17, -0.05, -0.06], [0.02, -0.25, 0.59], [0.22, 0.42, -0.26], [0.20, -0.24, 0.20], [0.10, 0.79, 0.02], [-0.57, -0.16, -0.49], [-0.03, 0.25, 0.02], [-0.01, -0.08, -0.10], [0.05, -0.04, 0.48], [-0.28, -0.19, 0.41], [0.14, 0.27, -0.08], [-0.65, 0.11, 0.63], [0.02, -0.20, 0.18], [-0.18, 0.07, 0.92], [-0.56, -0.21, -0.54], [-0.11, -0.29, 0.25], [0.09, 0.01, -0.63], [0.83, -0.10, 0.15], [2.77, 0.07, 0.15], [-1.18, 0.92, -0.52], [-0.09, -0.44, -0.44], [-0.14, 0.43, 0.97], [3.44, 0.56, -2.64], [-1.68, 0.51, 0.71], [-2.07, -0.60, 1.34], [-0.98, -1.47, 0.43], [2.68, 2.79, 1.38], [0.18, -0.83, -0.24], [-0.89, -1.26, 0.35], [-0.41, -0.30, -0.80], [3.07, -2.48, -0.94], [-2.15, 0.92, 0.82], [-1.25, 0.83, 0.18], [-1.24, 0.37, -0.82], [-1.40, 2.58, 0.79], [0.79, -0.05, 0.32], [-0.33, -0.72, 0.05], [0.69, -1.23, -0.15], [-1.22, 0.49, 1.03], [0.87, 0.03, -0.32], [0.02, -0.75, -1.57], [0.62, -0.38, -0.15], [0.86, 3.31, 2.00], [1.27, -0.78, -0.17], [-0.15, -1.54, -0.64], [-2.06, -0.40, -0.21], [-0.83, -2.18, 1.84], [-0.42, 1.43, -1.02], [2.31, 0.63, -1.24], [-0.90, -0.58, -0.62], [1.06, 0.62, 0.69], [-1.25, 0.97, 0.63], [-0.50, -0.85, 0.79], [1.27, -0.12, -1.50], [2.43, -0.98, 1.43], [0.23, -0.16, -1.83], [-1.76, 0.75, 0.09], [-1.39, -0.32, -0.40]]}



- What is the formula in the third record?
  C21H36F15KO15PS5